Record 1
{"formula": "C30H39IrN6O5S2", "method": "ωB97M-V/def2-TZVPD", "elements": ["Ir", "O", "C", "O", "C", "C", "C", "C", "C", "O", "C", "C", "O", "O", "H", "H", "H", "H", "H", "H", "H", "H", "S", "C", "N", "N", "C", "C", "C", "C", "C", "C", "N", "N", "C", "C", "C", "C", "C", "C", "H", "H", "H", "H", "H", "H", "H", "H", "H", "H", "H", "C", "C", "C", "C", "N", "C", "S", "N", "C", "C", "C", "C", "H", "H", "H", "H", "H", "H", "H", "H", "H", "H", "H", "H", "H", "H", "H", "H", "H", "H", "H", "H"], "coordinates": [[-16.1662, -5.5595, 11.0631], [-18.9027, -8.5895, 11.9079], [-18.0575, -7.7124, 12.1066], [-17.3625, -7.1984, 11.1579], [-17.7751, -7.2569, 13.5450], [-16.2674, -7.1929, 13.8774], [-16.1097, -7.2394, 15.4042], [-16.6118, -5.8361, 15.7944], [-16.8965, -5.2147, 14.4146], [-15.8974, -5.8330, 13.5858], [-18.2103, -5.8056, 13.8732], [-18.7379, -4.9793, 12.6657], [-19.9199, -4.6693, 12.6607], [-17.8739, -4.6198, 11.7782], [-18.3003, -7.9765, 14.1916], [-15.6315, -7.8898, 13.3233], [-15.0493, -7.3896, 15.6735], [-16.6925, -8.0598, 15.8573], [-15.8430, -5.2558, 16.3359], [-17.5190, -5.8640, 16.4325], [-16.8269, -4.1238, 14.3690], [-19.0163, -5.7862, 14.6142], [-14.2304, -6.6931, 10.5214], [-13.1458, -5.3074, 10.6722], [-11.8801, -5.5520, 10.4364], [-10.8920, -4.7409, 10.8054], [-10.6985, -4.0571, 11.9805], [-11.5689, -4.1726, 13.0744], [-11.3121, -3.4705, 14.2335], [-10.1946, -2.6572, 14.3425], [-9.3144, -2.5549, 13.2701], [-9.5556, -3.2465, 12.1029], [-13.6630, -4.1035, 10.9141], [-14.9810, -4.0017, 10.9208], [-15.4929, -2.7442, 11.2097], [-14.8116, -1.8473, 12.0421], [-15.3731, -0.6178, 12.3288], [-16.6005, -0.2534, 11.7885], [-17.2709, -1.1378, 10.9486], [-16.7251, -2.3675, 10.6562], [-10.0973, -4.7716, 10.1676], [-12.4464, -4.8267, 13.0148], [-12.0044, -3.5593, 15.0804], [-9.9978, -2.1070, 15.2675], [-8.4278, -1.9134, 13.3532], [-8.8576, -3.1640, 11.2601], [-13.8561, -2.1451, 12.4679], [-14.8545, 0.0670, 13.0118], [-17.0388, 0.7210, 12.0123], [-18.2424, -0.8585, 10.5206], [-17.2499, -3.0590, 9.9829], [-14.1073, -6.0812, 7.1429], [-15.3488, -5.7683, 6.3216], [-16.6423, -5.7567, 7.1488], [-17.5310, -6.9735, 6.8959], [-16.9995, -8.1924, 7.4671], [-17.3603, -8.7021, 8.6720], [-16.1510, -9.4446, 9.5859], [-18.6183, -8.6954, 9.1141], [-19.8632, -8.6887, 8.3740], [-20.9046, -7.7290, 8.9639], [-20.7364, -6.2551, 8.5840], [-19.7106, -5.5201, 9.4350], [-13.2156, -6.1382, 6.4960], [-14.1940, -7.0378, 7.6871], [-13.9351, -5.2936, 7.9044], [-15.4489, -6.5050, 5.4964], [-15.2125, -4.7900, 5.8378], [-17.2444, -4.8611, 6.8981], [-16.4080, -5.6819, 8.2286], [-17.6535, -7.1270, 5.8078], [-18.5268, -6.7916, 7.3277], [-16.0148, -8.3557, 7.2752], [-18.7159, -8.8782, 10.1376], [-20.2745, -9.7135, 8.4373], [-19.6812, -8.4783, 7.3089], [-20.8962, -7.8297, 10.0695], [-21.8955, -8.0726, 8.6169], [-21.7112, -5.7536, 8.7092], [-20.4967, -6.1719, 7.5122], [-20.0923, -5.3969, 10.4711], [-19.5188, -4.5035, 9.0376], [-18.7508, -6.0606, 9.4839]], "forces_ev_per_a": [[-0.670, -1.616, 0.765], [0.455, 0.578, 0.223], [-0.494, -0.558, 0.491], [0.259, 0.467, -0.124], [-0.041, -0.383, -0.201], [0.002, -0.872, 0.248], [0.343, -0.513, 0.136], [-0.058, 0.458, 0.597], [-0.534, 0.310, 0.493], [0.218, 0.124, -0.531], [-0.192, 0.635, -0.430], [-1.045, -0.730, 1.359], [0.775, 0.035, -0.260], [1.312, 0.272, -0.972], [0.267, 0.282, -0.240], [-0.137, 0.222, 0.006], [-0.463, 0.105, -0.110], [0.250, 0.370, -0.240], [-0.323, -0.286, -0.257], [0.499, 0.070, -0.436], [0.086, -0.250, -0.120], [0.248, 0.018, -0.164], [-0.743, 0.274, 0.450], [-3.024, 0.982, 0.618], [2.236, -0.099, -0.177], [-0.417, -0.418, -0.967], [0.062, 0.478, 1.133], [-0.445, -0.517, -0.351], [-0.355, 0.032, 0.530], [0.180, 0.263, 0.286], [0.381, 0.390, 0.174], [0.097, -0.200, -0.618], [1.778, 0.051, -0.390], [-0.429, -0.185, 0.205], [-0.117, 1.126, 0.057], [0.192, -0.313, -0.031], [0.139, 0.437, 0.417], [-0.147, 0.162, -0.026], [-0.469, 0.407, -0.094], [0.034, -0.634, -0.372], [-0.304, -0.067, 0.210], [0.465, 0.320, 0.055], [0.321, -0.004, -0.410], [-0.090, -0.218, -0.369], [-0.411, -0.347, -0.081], [-0.297, -0.029, 0.324], [-0.169, 0.075, -0.099], [-0.193, -0.297, -0.358], [0.154, -0.308, -0.025], [0.490, -0.151, 0.181], [0.259, 0.375, 0.352], [0.453, -0.057, 0.195], [0.043, -0.004, -0.320], [-0.392, 0.435, -0.180], [-0.655, 0.142, -0.002], [0.028, 0.080, -0.476], [0.358, -0.775, 0.482], [0.350, -0.141, 0.028], [0.086, 0.254, 0.407], [-0.310, -0.208, -0.196], [-0.270, -0.122, 0.086], [-0.307, 0.102, -0.034], [0.118, 0.416, 0.324], [-0.261, 0.044, 0.285], [0.018, 0.328, -0.231], [-0.056, -0.346, -0.397], [0.046, 0.342, 0.360], [-0.026, -0.250, 0.077], [0.264, -0.341, 0.127], [-0.086, -0.074, -0.265], [-0.046, 0.215, 0.332], [0.497, -0.077, -0.249], [-0.344, -0.070, 0.169], [0.111, 0.029, -0.831], [0.108, 0.299, -0.137], [-0.075, -0.104, 0.352], [-0.034, 0.003, -0.510], [0.336, 0.075, 0.135], [0.293, -0.121, -0.070], [-0.073, -0.056, 0.160], [0.329, -0.106, -0.667], [-0.074, -0.405, 0.193], [-0.363, 0.172, -0.002]], "mulliken_spin": [1.436, -0.002, 0.008, 0.149, 0.025, -0.013, 0.006, 0.004, -0.003, 0.081, 0.014, 0.006, 0.004, 0.095, 0.000, 0.012, 0.000, 0.000, 0.000, -0.001, 0.010, 0.003, 0.255, 0.133, 0.410, 0.373, -0.049, 0.096, -0.053, 0.118, -0.060, 0.110, 0.173, 0.386, -0.053, 0.091, -0.049, 0.092, -0.044, 0.091, -0.019, 0.016, 0.000, 0.005, -0.002, 0.000, 0.003, 0.000, 0.005, -0.001, 0.011, 0.011, 0.001, 0.051, -0.009, -0.001, 0.001, 0.004, 0.000, 0.000, 0.000, 0.002, -0.023, 0.001, -0.007, 0.000, 0.001, 0.001, -0.001, 0.047, 0.002, 0.004, 0.000, -0.002, 0.000, 0.000, 0.000, 0.000, 0.000, 0.000, 0.003, -0.003, 0.047], "total_energy_ha": -2771.91913, "multiplicity": 5, "s2": 6.04, "max_force_ev_per_a": 3.24, "homo_lumo_gap_ev": [7.32, 3.98], "homo_energy_ev": [-7.1, -7.1], "relative_energy_kcal_mol": 0.00}


Record 2
{"formula": "C6H9ClN2O3", "method": "ωB97M-V/def2-TZVPD", "elements": ["C", "C", "C", "C", "C", "C", "N", "N", "O", "O", "O", "Cl", "H", "H", "H", "H", "H", "H", "H", "H", "H"], "coordinates": [[1.1426, 1.2000, -0.9761], [2.2969, -0.8919, -0.3288], [-0.1588, -0.9971, -0.1588], [0.3122, 1.0647, 0.2885], [-0.9050, 2.0082, 0.2373], [-2.3809, -1.3932, 0.6001], [2.1510, 0.2287, -1.1372], [1.1564, -1.5763, -0.0923], [1.1807, 2.0997, -1.7484], [3.3490, -1.2917, 0.0099], [-1.0123, -1.5824, 0.7588], [1.2364, 1.0489, 1.7705], [-0.6396, -0.7003, -1.0849], [-0.4728, 3.0609, 0.4089], [-1.6885, 1.9064, 1.1172], [-1.4232, 1.7199, -0.6782], [-2.6285, -1.3017, -0.4389], [-2.9526, -0.6888, 1.2291], [-2.7547, -2.2935, 1.0075], [2.9547, 0.5497, -1.5085], [1.2370, -2.1702, 0.7243]], "forces_ev_per_a": [[1.945, -0.868, 1.785], [-0.889, 1.296, -1.506], [0.471, 2.951, 1.951], [-1.988, -2.238, -1.363], [0.161, 0.131, 2.759], [-1.083, -0.281, 0.430], [-3.796, -1.468, 1.943], [-3.182, -0.664, 0.848], [-1.156, 1.649, -1.019], [2.702, -1.056, 0.877], [2.593, 1.016, -0.448], [-0.016, 0.045, -0.186], [0.271, -0.698, -0.441], [-1.045, -1.255, -1.135], [1.797, -0.295, -1.591], [0.000, 1.021, -0.181], [-0.377, 0.146, -0.559], [1.184, 0.769, -0.308], [-0.817, -1.350, -0.129], [3.174, 1.310, -1.596], [0.051, -0.163, -0.129]], "nbo_charge": [0.635, 0.799, 0.372, -0.210, -0.654, -0.254, -0.674, -0.655, -0.546, -0.578, -0.507, 0.005, 0.175, 0.241, 0.223, 0.226, 0.177, 0.192, 0.199, 0.413, 0.422], "total_energy_ha": -1029.39022, "multiplicity": 1, "max_force_ev_per_a": 4.51, "homo_lumo_gap_ev": 9.12, "homo_energy_ev": -8.6, "relative_energy_kcal_mol": 0.00}


Record 3
{"formula": "CH2P2S2", "method": "ωB97M-V/def2-TZVPD", "elements": ["C", "P", "P", "S", "S", "H", "H"], "coordinates": [[0.5349, -1.2768, 0.6186], [-0.9202, -1.3754, -0.2747], [0.7907, -1.5394, -2.3501], [-0.5026, -3.0824, -1.5835], [2.6260, -2.0589, -2.1315], [1.4333, -1.8864, 0.2879], [0.8948, -0.5491, 1.3023]], "forces_ev_per_a": [[0.538, -1.466, -2.389], [0.942, -0.336, 1.265], [0.541, -0.281, -0.378], [0.158, 0.913, 0.442], [-0.209, -0.006, -0.255], [-1.381, 0.323, 0.535], [-0.589, 0.852, 0.779]], "nbo_charge": [-0.748, 0.584, 0.514, -0.390, -0.422, 0.235, 0.227], "total_energy_ha": -1518.35121, "multiplicity": 1, "max_force_ev_per_a": 2.85, "homo_lumo_gap_ev": 7.31, "homo_energy_ev": -8.9, "relative_energy_kcal_mol": 14.56}


Record 4
{"formula": "C4H2N2O", "method": "ωB97M-V/def2-TZVPD", "elements": ["C", "C", "C", "C", "H", "H", "N", "N", "O"], "coordinates": [[-1.2558, -2.1665, -0.9919], [-0.7253, -1.1346, -0.5734], [-0.2083, -0.0366, -0.0683], [1.1517, 1.4042, 0.7028], [-1.5488, -3.2280, -0.9476], [2.0820, 1.7938, 1.0019], [-0.7402, 1.1726, -0.0426], [0.0671, 2.0647, 0.5009], [1.1778, 0.1305, 0.4182]], "forces_ev_per_a": [[1.497, 1.010, 1.733], [-2.836, -6.640, -2.497], [3.115, 6.872, 1.804], [1.302, 0.652, 0.482], [-0.010, 1.287, -0.559], [0.784, 0.597, 0.636], [-2.246, -2.827, -0.575], [1.210, 0.421, 0.054], [-2.815, -1.372, -1.078]], "nbo_charge": [-0.112, -0.113, 0.323, 0.341, 0.255, 0.192, -0.209, -0.286, -0.390], "total_energy_ha": -338.24243, "multiplicity": 1, "max_force_ev_per_a": 7.76, "homo_lumo_gap_ev": 9.34, "smiles": "C#Cc1nnco1", "homo_energy_ev": -9.6, "relative_energy_kcal_mol": 62.12}